Record 1
DFT (ωB97M-V/def2-TZVPD) results for the molecule C18H19N5O2S2 at a distorted geometry.

The geometry in ORCA input format:
```
! wB97M-V def2-TZVPD RIJCOSX def2/J DEFGRID3
* xyz 0 1
C -5.990 0.023 -0.447
H -6.118 0.497 0.523
H -6.803 -0.684 -0.593
H -6.059 0.788 -1.218
C -4.646 -0.695 -0.527
C -4.485 -1.382 -1.879
H -3.560 -1.953 -1.920
H -5.312 -2.066 -2.054
H -4.473 -0.648 -2.682
H -4.597 -1.450 0.264
C -3.508 0.316 -0.282
C -2.189 -0.350 -0.203
N -1.754 -0.988 0.816
N -0.558 -1.541 0.667
C -0.029 -1.327 -0.489
N 1.181 -1.761 -0.936
C 2.207 -2.416 -0.286
O 3.236 -2.618 -0.881
C 1.938 -2.892 1.121
H 1.173 -2.293 1.613
H 1.645 -3.942 1.109
S 3.497 -2.811 2.048
C 3.872 -1.143 1.684
N 2.945 -0.422 1.147
C 3.248 0.866 0.819
C 4.486 1.396 1.025
C 5.528 0.617 1.641
O 6.659 0.962 1.901
N 5.108 -0.691 1.964
H 5.797 -1.303 2.386
H 4.718 2.415 0.765
C 2.127 1.641 0.269
C 2.297 2.500 -0.812
C 1.223 3.223 -1.299
C -0.021 3.114 -0.700
C -0.194 2.268 0.384
C 0.870 1.522 0.858
H 0.742 0.854 1.696
H -1.160 2.186 0.861
H -0.854 3.689 -1.076
H 1.359 3.879 -2.146
H 3.267 2.582 -1.280
H 1.433 -1.469 -1.874
S -1.055 -0.373 -1.558
H -3.498 1.056 -1.085
H -3.691 0.822 0.668
*
```

HOMO energy: -0.322 Ha
F_max: 1.58 eV/A
SMILES string: CC(C)Cc1nnc(NC(=O)CSc2nc(-c3ccccc3)cc(=O)[nH]2)s1
relative energy (zero: lowest compared OMol25 entry of this formula, charge and spin): 1.532 eV
electronic energy: -1917.99708 Ha



Record 2
DFT (ωB97M-V/def2-TZVPD) results for the molecule C5H6O.

The geometry in ORCA input format:
```
! wB97M-V def2-TZVPD RIJCOSX def2/J DEFGRID3
* xyz 0 1
O -1.520 1.381 -0.054
C -1.150 0.169 0.512
C -0.771 -1.018 -0.304
C 0.270 -0.373 0.600
C 1.431 0.240 0.003
C 2.432 0.694 -0.494
H -1.002 1.544 -0.852
H -1.740 0.015 1.410
H -0.640 -0.828 -1.367
H -1.107 -2.020 -0.058
H 0.477 -0.906 1.526
H 3.320 1.103 -0.924
*
```

HOMO energy: -0.344 Ha
F_max: 0.47 eV/A
SMILES string: C#C[C@@H]1C[C@@H]1O
relative energy (zero: lowest compared OMol25 entry of this formula, charge and spin): 2.627 eV
electronic energy: -269.24971 Ha



Record 3
DFT (ωB97M-V/def2-TZVPD) results for a structure of composition C2H7NaO3 at a distorted geometry.

The geometry in ORCA input format:
```
! wB97M-V def2-TZVPD RIJCOSX def2/J DEFGRID3
* xyz 1 2
O -0.737 -0.641 0.395
C 0.093 0.268 1.099
C 1.296 0.562 0.227
O 2.099 1.494 0.909
H -1.670 -0.648 0.745
H 0.418 -0.179 2.051
H -0.454 1.200 1.314
H 0.952 0.974 -0.741
H 1.846 -0.376 0.035
H 2.867 1.710 0.373
Na -0.498 -1.389 -1.699
O -2.818 -1.314 -2.001
H -3.394 -1.662 -2.707
*
```

HOMO energy (alpha / beta): -0.516 / -0.516 Ha
F_max: 1.91 eV/A
<S²>: 0.753
relative energy (zero: lowest compared OMol25 entry of this formula, charge and spin): 0.015 eV
electronic energy: -468.12761 Ha



Record 4
DFT (ωB97M-V/def2-TZVPD) results for a structure of composition C33H35LaNOP at a distorted geometry.

The geometry in ORCA input format:
```
! wB97M-V def2-TZVPD RIJCOSX def2/J DEFGRID3
* xyz -2 1
La 0.564 0.716 -0.412
C -0.541 2.231 1.792
C -1.079 2.771 0.585
C -2.067 1.851 0.095
H -0.788 3.707 0.116
C -2.121 0.747 1.005
C -1.184 0.983 2.048
H -1.008 0.345 2.926
H 0.191 2.717 2.428
H -2.710 2.021 -0.767
H -2.825 -0.096 0.947
C 1.931 -2.024 0.577
C 1.030 -1.819 1.663
C -0.290 -2.145 1.219
H 1.297 -1.448 2.658
C -0.208 -2.540 -0.144
C 1.168 -2.473 -0.548
H 1.566 -2.745 -1.533
H 3.009 -1.859 0.600
H -1.192 -2.100 1.831
H -1.038 -2.879 -0.773
O 0.994 2.368 -2.410
C -2.063 -1.179 -3.169
C -1.563 0.028 -3.629
C -3.256 -1.246 -2.342
C -1.568 -2.484 -3.628
C 0.187 1.964 -3.363
H -2.259 0.915 -3.533
H -0.970 0.006 -4.635
H 0.649 1.475 -4.335
H -0.773 2.615 -3.641
H -3.961 -1.737 -3.077
H -3.743 -0.260 -2.100
H -3.238 -1.899 -1.420
H -2.281 -2.668 -4.509
H -1.693 -3.382 -2.945
H -0.538 -2.535 -4.096
N 2.248 1.170 0.696
P 3.359 1.575 1.754
C 5.010 1.077 1.274
C 5.174 0.534 -0.015
C 6.436 0.095 -0.415
C 7.539 0.237 0.437
C 7.378 0.812 1.699
C 6.118 1.235 2.130
C 3.342 3.355 1.990
C 3.989 3.972 3.077
C 3.915 5.362 3.209
C 3.198 6.127 2.282
C 2.561 5.505 1.203
C 2.652 4.123 1.032
C 3.090 0.854 3.369
C 3.715 -0.362 3.713
C 3.378 -0.989 4.912
C 2.445 -0.407 5.774
C 1.828 0.805 5.434
C 2.176 1.459 4.252
H 4.310 0.459 -0.675
H 6.550 -0.358 -1.403
H 8.524 -0.095 0.112
H 8.238 0.931 2.360
H 5.994 1.681 3.113
H 4.534 3.377 3.802
H 4.415 5.845 4.049
H 3.138 7.206 2.400
H 1.984 6.088 0.476
H 2.179 3.629 0.181
H 4.474 -0.787 3.057
H 3.854 -1.942 5.159
H 2.195 -0.895 6.715
H 1.073 1.254 6.083
H 1.764 2.443 4.020
*
```

HOMO energy (alpha / beta): -0.019 / 0.068 Ha
F_max: 3.75 eV/A
electronic energy: -1781.29475 Ha



Record 5
DFT (ωB97M-V/def2-TZVPD) results for a cluster of 3 separate species, C2H9NO2 in total.

The geometry in ORCA input format:
```
! wB97M-V def2-TZVPD RIJCOSX def2/J DEFGRID3
* xyz -1 2
C 0.810 -1.623 -0.461
C -0.213 -1.305 -1.272
N -1.007 -0.200 -1.210
H 1.413 -0.871 0.040
H 1.192 -2.627 -0.350
H -0.388 -1.929 -2.151
H -1.182 0.225 -0.306
H -1.760 -0.141 -1.881
H 1.323 3.055 0.724
H 1.640 1.662 0.089
O 1.305 2.096 0.913
H -0.484 0.926 1.571
H -1.245 0.054 2.510
O -1.403 0.678 1.784
*
```

HOMO energy (alpha / beta): 0.038 / -0.167 Ha
F_max: 0.98 eV/A
<S²>: 0.751
relative energy (zero: lowest compared OMol25 entry of this formula, charge and spin): 0.490 eV
electronic energy: -286.75937 Ha



Record 6
DFT (ωB97M-V/def2-TZVPD) results for a structure of composition C5H7FO3Rh at a distorted geometry.

The geometry in ORCA input format:
```
! wB97M-V def2-TZVPD RIJCOSX def2/J DEFGRID3
* xyz 2 6
C 2.295 1.569 -0.249
C 2.602 1.131 -1.499
H 3.024 1.313 0.530
H 1.571 2.155 0.315
H 3.464 0.478 -1.670
H 2.057 1.462 -2.388
O -1.679 0.231 1.026
C -1.110 -0.988 1.240
C -1.619 0.848 -0.245
O -1.560 -1.654 2.151
O -0.135 -1.311 0.473
C -0.666 1.996 -0.329
H -2.636 1.228 -0.434
H -1.386 0.129 -1.043
F -0.874 2.947 0.590
H -0.458 2.425 -1.318
Rh 1.111 -0.599 -0.656
*
```

HOMO energy (alpha / beta): -0.633 / -0.758 Ha
F_max: 6.94 eV/A
<S²>: 8.765
electronic energy: -629.82852 Ha



Record 7
DFT (ωB97M-V/def2-TZVPD) results for a structure of composition C30H55BaN4O2P2 at a distorted geometry.

The geometry in ORCA input format:
```
! wB97M-V def2-TZVPD RIJCOSX def2/J DEFGRID3
* xyz 1 1
C 2.493 -1.772 -0.539
C 2.719 0.484 -1.145
C 3.788 -2.067 -0.973
C 4.096 0.262 -1.411
C 4.620 -1.014 -1.359
H 4.130 -3.102 -0.953
H 4.698 1.122 -1.702
H 5.656 -1.209 -1.623
N 1.946 -0.544 -0.625
P 0.492 -2.474 1.394
P 0.490 2.199 -1.675
C 1.637 -2.940 0.022
H 1.038 -3.362 -0.805
H 2.287 -3.766 0.366
C 2.170 1.785 -1.414
H 2.906 2.592 -1.479
C 0.104 1.936 -3.532
C 0.347 4.013 -1.086
C -1.048 -3.639 1.351
C 1.577 -2.523 2.944
C -1.423 1.770 -3.656
H -1.974 2.613 -3.212
H -1.682 1.716 -4.723
H -1.761 0.844 -3.166
C 0.598 3.125 -4.360
H 0.067 4.060 -4.131
H 1.682 3.280 -4.251
H 0.403 2.896 -5.421
C 0.827 0.662 -3.990
H 0.553 0.462 -5.036
H 1.918 0.786 -3.942
H 0.542 -0.210 -3.384
C -1.072 4.533 -1.410
H -1.862 3.876 -1.006
H -1.191 5.523 -0.940
H -1.245 4.657 -2.490
C 0.563 4.016 0.437
H -0.123 3.360 0.992
H 1.587 3.738 0.709
H 0.384 5.040 0.798
C 1.417 4.904 -1.722
H 1.364 4.939 -2.814
H 1.262 5.931 -1.357
H 2.434 4.608 -1.441
C 0.789 -1.834 4.085
H 1.447 -1.728 4.962
H 0.440 -0.827 3.807
H -0.092 -2.416 4.394
C 2.870 -1.732 2.671
H 3.504 -2.238 1.929
H 2.663 -0.707 2.328
H 3.439 -1.663 3.614
C 1.966 -3.957 3.320
H 2.779 -3.913 4.061
H 1.147 -4.520 3.783
H 2.341 -4.525 2.457
C -1.049 -4.505 0.080
H -0.178 -5.179 0.040
H -1.954 -5.137 0.086
H -1.087 -3.895 -0.837
C -2.280 -2.700 1.326
H -2.388 -2.202 0.345
H -3.187 -3.300 1.480
H -2.256 -1.945 2.133
C -1.115 -4.554 2.581
H -0.313 -5.306 2.585
H -1.106 -3.999 3.532
H -2.070 -5.106 2.546
Ba -0.685 0.166 0.330
C 1.807 1.457 2.288
O 2.563 2.136 2.826
N -1.494 -1.335 -1.760
C -1.681 -1.983 -2.720
C -2.220 -2.707 -3.926
C -1.367 -2.365 -5.146
C -2.174 -4.216 -3.678
C -3.664 -2.246 -4.119
H -1.320 -1.280 -5.306
H -0.349 -2.755 -5.017
H -1.791 -2.821 -6.050
H -2.722 -4.486 -2.764
H -2.635 -4.747 -4.520
H -1.134 -4.559 -3.589
H -4.124 -2.745 -4.981
H -4.264 -2.486 -3.230
H -3.700 -1.162 -4.296
N -2.574 3.026 3.169
C -1.601 2.104 3.419
N -0.921 2.265 4.588
O -1.254 1.247 2.558
H -2.936 3.563 3.954
H -3.227 2.791 2.432
H -0.422 1.454 4.934
H -1.341 2.893 5.276
*
```

HOMO energy (alpha / beta): -0.287 / -0.287 Ha
F_max: 3.49 eV/A
relative energy (zero: lowest compared OMol25 entry of this formula, charge and spin): 0.000 eV
electronic energy: -2253.71869 Ha